Entry from OMol25: C29H38Al2ClF4KMg2N4O13 as an isolated structure at a distorted geometry (wB97M-V/def2-TZVPD).

Geometry as ORCA input:
```
! RIJCOSX wB97M-V def2-TZVPD def2/J DEFGRID3
* xyz 2 1
C -6.845 2.231 -3.642
O -6.072 1.239 -2.892
C -6.376 -0.059 -3.464
C -5.395 -1.232 -2.981
C -3.951 -0.736 -2.512
O -3.148 -1.805 -1.860
C -3.272 -1.644 -0.466
O -4.441 -1.538 0.015
N -2.167 -1.558 0.493
C -2.114 -2.704 1.450
C -2.030 -2.035 2.936
C -0.918 -2.431 3.930
C -0.906 -1.688 5.310
C -1.986 -0.612 5.583
C -3.118 -0.224 4.587
C -3.133 -0.954 3.225
C -0.856 -1.262 -0.126
C -0.535 0.321 -0.029
N -1.717 1.189 -0.255
N 0.429 0.619 -1.129
N 0.100 0.695 1.270
H -7.928 1.897 -3.820
H -6.374 2.431 -4.675
H -6.904 3.211 -3.051
H -7.432 -0.336 -3.094
H -6.414 -0.048 -4.610
H -5.306 -2.031 -3.801
H -5.935 -1.763 -2.108
H -3.999 0.188 -1.840
H -3.341 -0.431 -3.443
H -1.179 -3.373 1.322
H -3.055 -3.389 1.344
H -0.142 -3.231 3.636
H -0.089 -1.923 6.065
H -1.958 -0.055 6.583
H -3.906 0.580 4.813
H -3.914 -0.730 2.420
H -0.036 -1.769 0.510
H -0.712 -1.624 -1.194
H -2.005 1.026 -1.238
H -2.491 0.985 0.391
H 1.386 0.318 -0.897
H 0.452 1.646 -1.290
H -0.520 1.388 1.747
H 0.939 1.272 1.012
C 2.395 -4.832 -0.219
C 2.714 -6.158 -0.400
C 2.413 -7.031 0.814
O 2.553 -8.240 0.843
C 1.923 -6.368 2.037
C 1.619 -5.044 2.220
C 1.820 -4.192 0.972
O 1.534 -2.998 0.907
O 1.205 -4.483 3.257
O 3.198 -6.693 -1.407
H 2.566 -4.137 -1.033
H 1.802 -7.052 2.863
C 3.623 -0.182 3.269
O 2.322 0.347 3.613
H 4.373 0.286 3.906
H 3.633 -1.260 3.431
H 3.848 0.040 2.223
H 1.672 -0.089 3.030
C -1.533 3.941 -4.805
C -2.442 3.659 -3.629
O -2.179 2.357 -3.115
H -1.683 3.198 -5.592
H -1.723 4.935 -5.217
H -0.482 3.879 -4.503
H -3.489 3.698 -3.934
H -2.288 4.392 -2.830
H -1.253 2.337 -2.840
Mg 1.751 1.977 2.917
C 5.050 6.078 -1.443
C 4.101 5.090 -1.522
C 4.241 4.022 -0.442
O 3.464 3.092 -0.282
C 5.394 4.107 0.473
C 6.353 5.095 0.541
C 6.151 6.216 -0.468
O 6.840 7.212 -0.526
O 7.317 5.158 1.313
O 3.164 4.979 -2.358
H 5.023 6.887 -2.166
H 5.454 3.270 1.163
Al 0.025 0.445 5.632
Cl -2.294 -4.819 2.096
K 4.039 3.600 -3.784
F 5.865 0.891 0.844
Al 6.400 0.172 -0.695
F 8.164 0.190 -0.779
F 5.731 1.126 -2.035
F 5.810 -1.493 -0.805
Mg 3.131 -7.658 4.243
*
```

Calculated values
- orbital gap (eV) = 1.735
- HOMO energy (eV) = -11.29
- molar mass (g mol⁻¹) = 903.755

Entry from OMol25: a 8-piece molecular cluster, C33H86N7O13 overall at a distorted geometry (wB97M-V/def2-TZVPD).

Geometry as ORCA input:
```
! RIJCOSX wB97M-V def2-TZVPD def2/J DEFGRID3
* xyz 0 2
N -16.218 -14.367 3.058
O -16.575 -15.272 3.849
O -15.004 -14.112 2.948
O -16.953 -13.574 2.448
C -19.167 -12.229 7.377
C -18.674 -12.668 5.966
C -19.767 -12.768 4.854
O -17.775 -11.632 5.547
H -18.367 -12.205 8.117
H -19.894 -12.897 7.838
H -19.495 -11.202 7.217
H -18.095 -13.592 5.995
H -20.265 -11.812 4.695
H -20.507 -13.518 5.130
H -19.425 -13.191 3.910
H -17.058 -11.537 6.178
C -14.717 -9.145 -0.451
O -15.974 -9.331 0.138
C -16.946 -9.492 -0.902
C -18.331 -9.873 -0.221
N -18.176 -11.145 0.500
C -19.467 -11.672 1.066
C -20.195 -10.634 2.004
O -19.319 -9.890 2.858
C -19.985 -8.868 3.607
H -14.415 -9.932 -1.143
H -14.028 -9.035 0.386
H -14.754 -8.183 -0.963
H -16.774 -10.269 -1.647
H -17.098 -8.531 -1.394
H -19.105 -10.096 -0.955
H -18.687 -9.035 0.378
H -17.962 -11.846 -0.195
H -19.319 -12.566 1.672
H -20.204 -11.932 0.307
H -20.894 -11.170 2.646
H -20.681 -9.895 1.366
H -20.449 -8.097 2.993
H -19.478 -8.345 4.418
H -20.847 -9.217 4.176
C -16.550 -15.667 7.802
O -15.304 -15.125 7.381
C -15.350 -13.857 6.805
C -15.377 -12.838 7.899
N -15.204 -11.515 7.327
C -14.724 -10.608 8.398
C -15.750 -10.444 9.551
O -15.711 -11.507 10.544
C -16.761 -11.426 11.467
H -16.915 -15.077 8.643
H -16.446 -16.726 8.035
H -17.224 -15.573 6.950
H -16.110 -13.791 6.026
H -14.485 -13.622 6.184
H -14.478 -13.091 8.462
H -16.260 -12.930 8.531
H -14.725 -11.485 6.439
H -14.619 -9.596 8.007
H -13.748 -10.968 8.723
H -16.763 -10.333 9.163
H -15.702 -9.514 10.118
H -17.651 -11.723 10.911
H -16.864 -10.408 11.842
H -16.659 -12.143 12.281
C -18.317 -18.064 5.874
O -18.216 -19.079 4.824
C -18.806 -20.305 5.214
C -18.787 -21.310 4.026
N -20.061 -21.300 3.345
C -20.237 -20.015 2.636
C -21.699 -19.774 2.154
O -21.917 -20.501 0.937
C -21.355 -19.993 -0.242
H -17.583 -18.271 6.653
H -19.302 -18.119 6.337
H -18.170 -17.064 5.466
H -19.837 -20.107 5.508
H -18.166 -20.749 5.976
H -18.637 -22.319 4.409
H -17.931 -21.201 3.360
H -20.251 -22.136 2.811
H -19.520 -19.929 1.819
H -20.068 -19.123 3.239
H -21.785 -18.709 1.937
H -22.454 -19.943 2.922
H -20.297 -19.772 -0.099
H -21.819 -19.039 -0.493
H -21.407 -20.681 -1.086
C -14.219 -18.338 4.767
C -13.232 -17.275 4.400
C -12.847 -17.240 2.931
O -11.978 -16.116 2.745
C -11.654 -15.910 1.422
N -13.659 -15.989 4.912
H -15.134 -18.290 4.177
H -14.541 -18.382 5.807
H -13.848 -19.318 4.467
H -12.371 -17.632 4.965
H -13.772 -17.060 2.383
H -12.352 -18.163 2.629
H -11.181 -14.938 1.281
H -12.546 -15.923 0.795
H -10.876 -16.613 1.123
H -14.191 -16.107 5.762
H -14.395 -15.681 4.292
C -20.557 -16.542 -0.043
C -19.996 -15.571 0.928
C -20.170 -16.066 2.404
O -21.532 -16.058 2.796
C -21.688 -16.390 4.161
N -18.612 -15.382 0.534
H -20.293 -16.392 -1.090
H -21.644 -16.579 0.033
H -20.216 -17.540 0.230
H -20.452 -14.596 0.754
H -19.627 -15.382 3.056
H -19.782 -17.070 2.575
H -21.462 -17.438 4.354
H -22.729 -16.129 4.349
H -21.152 -15.690 4.802
H -18.127 -16.268 0.523
H -18.040 -14.898 1.212
C -16.962 -19.377 0.371
C -16.248 -18.186 1.035
C -15.811 -17.289 -0.111
O -14.842 -17.990 -0.953
C -14.477 -17.244 -2.131
N -17.201 -17.507 1.906
H -17.178 -20.051 1.201
H -16.438 -19.906 -0.424
H -17.936 -19.118 -0.043
H -15.364 -18.605 1.516
H -15.375 -16.360 0.257
H -16.596 -16.983 -0.802
H -13.758 -17.790 -2.741
H -13.956 -16.375 -1.730
H -15.341 -16.947 -2.725
H -17.499 -18.067 2.691
H -16.945 -16.631 2.338
*
```

Calculated values
- orbital gap (spin up / spin down) (eV) = 7.924 / 3.803
- HOMO energy (spin up / spin down) (eV) = -8.55 / -8.51
- expectation value of S² = 0.76
- molar mass (g mol⁻¹) = 789.087

Entry from OMol25: one molecule with the formula C13H15F3N2O3 at a distorted geometry (wB97M-V/def2-TZVPD).

Geometry as ORCA input:
```
! RIJCOSX wB97M-V def2-TZVPD def2/J DEFGRID3
* xyz 0 1
C 1.796 1.547 -2.883
H 1.318 2.443 -3.271
C 0.768 0.435 -2.712
C 1.388 -0.921 -2.374
H 2.053 -1.224 -3.187
H 0.588 -1.657 -2.295
C 2.192 -0.935 -1.074
C 1.382 -0.665 0.138
N 0.123 -0.501 0.137
N -0.327 -0.272 1.400
C -1.638 -0.297 1.789
O -1.927 -0.328 2.978
C -2.645 -0.279 0.738
C -4.010 -0.386 0.890
C -4.553 -0.291 -0.404
C -3.486 -0.130 -1.243
O -2.340 -0.122 -0.567
H -3.429 -0.013 -2.308
H -5.588 -0.334 -0.676
H -4.529 -0.515 1.817
C 0.782 -0.201 2.379
O 0.608 -1.023 3.465
H -0.304 -0.885 3.804
C 1.997 -0.583 1.520
H 2.800 0.150 1.578
H 2.382 -1.552 1.845
C 0.912 1.283 2.821
F 2.035 1.483 3.525
F 0.982 2.100 1.755
F -0.100 1.711 3.574
H 2.664 -1.915 -0.950
H 3.002 -0.202 -1.120
H 0.059 0.705 -1.931
H 0.211 0.323 -3.646
H 2.257 1.806 -1.933
H 2.577 1.248 -3.580
*
```

Calculated values
- orbital gap (eV) = 9.479
- HOMO energy (eV) = -9.02
- relative energy (zero: lowest compared OMol25 entry of this formula, charge and spin) (kJ/mol) = 0.0
- molar mass (g mol⁻¹) = 304.268

Entry from OMol25: C11H25N4O3PPdSeTe as an isolated structure (wB97M-V/def2-TZVPD).

Geometry as ORCA input:
```
! RIJCOSX wB97M-V def2-TZVPD def2/J DEFGRID3
* xyz 0 1
Pd -0.833 0.957 -0.521
C 1.295 3.574 -0.562
C 1.818 2.228 -1.073
N 1.292 1.039 -0.388
C 1.654 0.850 1.025
C 0.794 1.709 1.945
N -0.625 1.729 1.527
C -1.260 3.030 1.768
C -0.696 4.140 0.839
N -0.150 3.667 -0.420
H 1.764 3.814 0.394
H 1.670 4.328 -1.264
H 1.554 2.112 -2.125
H 2.914 2.247 -1.002
H 1.578 0.213 -0.908
H 1.484 -0.205 1.233
H 2.712 1.083 1.199
H 0.889 1.347 2.972
H 1.150 2.736 1.953
H -1.132 1.006 2.027
H -2.328 2.907 1.601
H -1.112 3.338 2.809
H -1.523 4.819 0.626
H 0.047 4.730 1.386
H -0.590 4.090 -1.219
Se -3.148 1.556 -0.772
C -4.132 0.031 -0.978
N -4.783 -0.918 -1.072
C -2.139 -3.774 1.056
C -2.373 -2.908 -0.161
O -1.378 -3.200 -1.170
P -0.137 -2.205 -1.312
O 0.399 -1.783 0.009
Te -0.759 -0.361 -2.728
O 0.881 -3.093 -2.151
C 1.593 -4.148 -1.468
C 2.961 -3.666 -1.036
H -2.973 -3.666 1.752
H -1.216 -3.484 1.559
H -2.069 -4.823 0.765
H -2.329 -1.848 0.099
H -3.338 -3.093 -0.623
H 1.666 -4.965 -2.185
H 1.009 -4.494 -0.613
H 3.501 -3.256 -1.890
H 3.537 -4.497 -0.628
H 2.862 -2.896 -0.272
*
```

Calculated values
- orbital gap (eV) = 7.347
- HOMO energy (eV) = -7.57
- relative energy (zero: lowest compared OMol25 entry of this formula, charge and spin) (kJ/mol) = 18.5
- molar mass (g mol⁻¹) = 605.300

Copy entry 1 word for word.
Entry from OMol25: C29H38Al2ClF4KMg2N4O13 as an isolated structure at a distorted geometry (wB97M-V/def2-TZVPD).

Geometry as ORCA input:
```
! RIJCOSX wB97M-V def2-TZVPD def2/J DEFGRID3
* xyz 2 1
C -6.845 2.231 -3.642
O -6.072 1.239 -2.892
C -6.376 -0.059 -3.464
C -5.395 -1.232 -2.981
C -3.951 -0.736 -2.512
O -3.148 -1.805 -1.860
C -3.272 -1.644 -0.466
O -4.441 -1.538 0.015
N -2.167 -1.558 0.493
C -2.114 -2.704 1.450
C -2.030 -2.035 2.936
C -0.918 -2.431 3.930
C -0.906 -1.688 5.310
C -1.986 -0.612 5.583
C -3.118 -0.224 4.587
C -3.133 -0.954 3.225
C -0.856 -1.262 -0.126
C -0.535 0.321 -0.029
N -1.717 1.189 -0.255
N 0.429 0.619 -1.129
N 0.100 0.695 1.270
H -7.928 1.897 -3.820
H -6.374 2.431 -4.675
H -6.904 3.211 -3.051
H -7.432 -0.336 -3.094
H -6.414 -0.048 -4.610
H -5.306 -2.031 -3.801
H -5.935 -1.763 -2.108
H -3.999 0.188 -1.840
H -3.341 -0.431 -3.443
H -1.179 -3.373 1.322
H -3.055 -3.389 1.344
H -0.142 -3.231 3.636
H -0.089 -1.923 6.065
H -1.958 -0.055 6.583
H -3.906 0.580 4.813
H -3.914 -0.730 2.420
H -0.036 -1.769 0.510
H -0.712 -1.624 -1.194
H -2.005 1.026 -1.238
H -2.491 0.985 0.391
H 1.386 0.318 -0.897
H 0.452 1.646 -1.290
H -0.520 1.388 1.747
H 0.939 1.272 1.012
C 2.395 -4.832 -0.219
C 2.714 -6.158 -0.400
C 2.413 -7.031 0.814
O 2.553 -8.240 0.843
C 1.923 -6.368 2.037
C 1.619 -5.044 2.220
C 1.820 -4.192 0.972
O 1.534 -2.998 0.907
O 1.205 -4.483 3.257
O 3.198 -6.693 -1.407
H 2.566 -4.137 -1.033
H 1.802 -7.052 2.863
C 3.623 -0.182 3.269
O 2.322 0.347 3.613
H 4.373 0.286 3.906
H 3.633 -1.260 3.431
H 3.848 0.040 2.223
H 1.672 -0.089 3.030
C -1.533 3.941 -4.805
C -2.442 3.659 -3.629
O -2.179 2.357 -3.115
H -1.683 3.198 -5.592
H -1.723 4.935 -5.217
H -0.482 3.879 -4.503
H -3.489 3.698 -3.934
H -2.288 4.392 -2.830
H -1.253 2.337 -2.840
Mg 1.751 1.977 2.917
C 5.050 6.078 -1.443
C 4.101 5.090 -1.522
C 4.241 4.022 -0.442
O 3.464 3.092 -0.282
C 5.394 4.107 0.473
C 6.353 5.095 0.541
C 6.151 6.216 -0.468
O 6.840 7.212 -0.526
O 7.317 5.158 1.313
O 3.164 4.979 -2.358
H 5.023 6.887 -2.166
H 5.454 3.270 1.163
Al 0.025 0.445 5.632
Cl -2.294 -4.819 2.096
K 4.039 3.600 -3.784
F 5.865 0.891 0.844
Al 6.400 0.172 -0.695
F 8.164 0.190 -0.779
F 5.731 1.126 -2.035
F 5.810 -1.493 -0.805
Mg 3.131 -7.658 4.243
*
```

Calculated values
- orbital gap (eV) = 1.735
- HOMO energy (eV) = -11.29
- molar mass (g mol⁻¹) = 903.755